[1]
This record from OMol25 describes 33 unconnected molecules or ions with the total composition C10H87NO32PS. The level of theory is the ωB97M-V functional and the def2-TZVPD basis.

```
132
Properties=species:S:1:pos:R:3:forces:R:3:mulliken_charge:R:1
C 4.0604 0.1644 3.4641 0.41 -0.25 0.08 -0.543
C 3.9794 0.1871 1.8702 0.12 -0.30 0.17 -0.253
C 4.2158 1.6160 1.1941 -0.78 0.00 -0.49 -0.383
C 3.2627 2.7902 1.7662 0.31 -1.31 0.65 -0.527
C 1.7919 2.1888 1.9444 -0.93 1.50 0.01 -0.297
C 0.6115 3.2730 1.6865 -0.48 -1.37 -0.57 -0.692
C -0.7670 2.4213 1.7891 0.36 0.77 1.43 0.221
C -1.9737 3.2190 2.4706 -0.09 -0.07 -1.47 -1.180
C -3.2956 2.3211 2.3525 0.35 0.58 1.11 -0.274
C -3.2011 0.8600 2.9979 -1.13 -0.42 -0.47 -0.714
N -3.6922 -0.1305 1.9590 3.28 -0.60 -0.89 -0.460
P -2.3690 -0.8411 1.0947 -2.94 1.97 1.72 0.702
S -2.2709 -2.7859 1.2833 0.18 -1.45 -0.28 -0.673
H 3.2252 0.7217 3.9956 0.95 -0.57 -0.92 0.206
H 4.0174 -0.9150 3.8557 0.18 1.62 -0.63 0.170
H 5.0474 0.6375 3.8021 -1.33 -0.71 -0.43 0.016
H 4.7976 -0.5074 1.4561 -1.10 0.92 0.62 0.306
H 2.9853 -0.2888 1.5472 1.41 0.86 0.39 0.244
H 3.9204 1.5061 0.0866 0.52 0.09 1.50 -0.057
H 5.3214 1.8789 1.2121 -1.36 -0.18 0.16 0.339
H 3.6245 3.1044 2.8127 -0.40 -0.34 -1.53 0.225
H 3.3183 3.6984 1.0865 -0.26 -1.22 0.78 0.367
H 1.5505 1.3164 1.2538 0.59 1.12 0.76 0.148
H 1.6204 1.8249 3.0209 0.42 0.40 -1.60 0.130
H 0.6404 4.1347 2.4291 -0.05 -1.12 -0.85 0.256
H 0.6540 3.6902 0.6217 0.26 -0.40 1.47 0.327
H -1.1061 2.0130 0.7844 0.57 0.54 1.15 0.180
H -0.5154 1.5449 2.4802 -0.48 1.03 -1.10 -0.098
H -2.1517 4.1632 1.8324 0.20 -1.22 0.93 0.240
H -1.7501 3.6013 3.5186 -0.14 -0.87 -1.38 0.429
H -3.5591 2.1759 1.2543 0.48 0.35 1.58 0.125
H -4.1551 2.8717 2.8789 0.99 -0.64 -1.06 0.312
H -2.1785 0.5921 3.4292 -1.01 0.55 -0.53 0.532
H -3.9473 0.7513 3.8697 1.11 0.43 -1.11 0.126
H -2.4204 -0.5638 -0.3262 0.22 0.10 0.88 -0.155
H -1.1327 -0.3009 1.5727 -0.38 -0.02 -0.47 -0.137
O 5.4581 4.8139 0.2798 0.21 0.27 -0.04 -0.575
H 5.5546 5.2210 1.1498 -0.10 -0.16 -0.07 0.295
H 5.9705 5.3857 -0.3050 -0.09 -0.11 0.04 0.276
O -4.2674 -1.1617 5.7269 0.32 -0.08 0.34 -0.616
H -3.8549 -1.2986 4.8622 -0.29 0.08 -0.09 0.296
H -4.2957 -2.0452 6.1134 -0.10 0.07 -0.24 0.322
O -5.7785 2.4361 0.3908 -0.22 0.09 0.00 -0.665
H -5.3628 1.6242 0.7209 -0.01 -0.06 0.11 0.350
H -6.6318 2.1404 0.0512 0.21 -0.10 0.00 0.301
O -1.6631 -0.1489 -2.5333 0.19 0.17 -0.28 -0.541
H -1.7262 -1.0741 -2.8084 -0.14 0.00 -0.06 0.227
H -1.1171 0.2607 -3.2169 0.01 -0.18 0.05 0.302
O -2.8273 2.7303 -3.0404 -0.06 -0.02 -0.14 -0.619
H -2.4276 1.9040 -2.7379 -0.16 -0.03 0.09 0.312
H -3.6875 2.4606 -3.3860 0.15 -0.05 0.02 0.320
O 5.2293 -2.3007 5.5168 0.32 -0.02 0.28 -0.609
H 4.7087 -2.9374 6.0260 -0.06 0.02 -0.17 0.339
H 6.1019 -2.3284 5.9285 -0.13 0.07 -0.04 0.266
O 4.6710 -4.9347 4.9289 0.17 -0.14 -0.03 -0.673
H 4.3596 -5.4204 4.1532 -0.03 -0.03 0.14 0.349
H 5.2499 -4.2549 4.5613 -0.20 -0.02 -0.03 0.368
O 3.1091 2.4034 -2.5231 0.16 0.11 0.10 -0.745
H 3.5444 1.5488 -2.6634 -0.03 -0.04 -0.23 0.353
H 3.7498 2.9101 -2.0070 -0.16 -0.06 0.08 0.312
O -3.3233 4.4725 4.8761 -0.40 0.22 0.32 -0.657
H -3.6999 3.5882 4.7834 0.12 0.09 -0.02 0.352
H -3.8274 5.0077 4.2488 0.10 -0.07 -0.06 0.343
O 4.3804 -4.2875 1.9685 0.19 0.17 0.15 -0.635
H 3.4183 -4.2155 2.0497 -0.06 -0.03 -0.31 0.289
H 4.6894 -3.3760 2.0523 -0.12 -0.06 -0.02 0.334
O -4.5351 2.4733 -5.9417 -0.05 0.41 -0.35 -0.683
H -5.1862 3.1626 -5.7579 0.05 -0.13 0.06 0.326
H -3.7022 2.9555 -6.0325 0.06 -0.22 0.30 0.332
O -1.9678 -3.0764 -4.2229 0.08 -0.05 0.00 -0.597
H -1.5691 -3.9010 -3.9201 -0.08 0.15 0.02 0.291
H -2.8295 -3.3456 -4.5665 0.09 0.02 0.12 0.312
O 4.4305 3.1994 -4.8515 0.45 0.19 -0.57 -0.591
H 3.6472 3.1755 -4.2803 0.12 -0.25 0.20 0.318
H 4.0718 3.3719 -5.7330 -0.33 0.03 0.31 0.328
O 1.4333 -4.3591 0.8502 0.04 -0.23 -0.19 -0.581
H 1.4578 -5.2221 0.4198 0.04 0.13 0.09 0.281
H 0.6335 -3.9437 0.4989 -0.09 0.16 0.30 0.296
O -3.5163 2.6074 -9.1267 -0.17 -0.14 0.08 -0.668
H -4.1179 2.0376 -9.6218 0.08 0.11 0.04 0.322
H -3.9924 2.7915 -8.3045 -0.02 -0.10 0.00 0.346
O 7.2505 -4.5218 0.4023 0.06 -0.20 0.18 -0.645
H 6.4219 -4.6709 0.8773 -0.13 0.04 -0.10 0.339
H 7.8073 -5.2641 0.6654 -0.07 0.13 -0.06 0.304
O 6.5000 3.4659 -7.1779 -0.19 -0.16 0.00 -0.643
H 5.9079 2.8812 -7.6665 0.09 0.12 0.03 0.310
H 6.0231 3.6497 -6.3569 0.14 -0.03 0.07 0.376
O -6.0727 -2.7781 7.6805 -0.09 0.14 0.25 -0.636
H -7.0301 -2.7056 7.7713 0.15 -0.04 -0.11 0.302
H -5.7601 -1.8673 7.7613 -0.02 -0.08 -0.15 0.331
O -6.0192 0.2834 -1.4487 0.03 -0.12 -0.16 -0.595
H -5.2780 0.9026 -1.4564 -0.15 -0.03 0.15 0.263
H -5.5983 -0.5862 -1.3589 0.13 -0.14 -0.08 0.375
O -4.6818 -2.4493 -1.5915 0.04 -0.08 -0.15 -0.645
H -5.2057 -3.0833 -1.0840 -0.04 0.26 0.16 0.324
H -3.8050 -2.4924 -1.1832 -0.05 -0.02 0.18 0.236
O -7.2275 -2.4251 0.2492 -0.19 0.14 -0.01 -0.650
H -6.9742 -2.0059 1.0832 0.21 -0.14 -0.07 0.329
H -7.4961 -1.6867 -0.3118 0.14 -0.03 0.07 0.296
O 2.1019 3.8102 -6.3565 -0.35 -0.01 -0.06 -0.669
H 1.5112 3.0458 -6.3461 0.10 0.05 -0.02 0.324
H 1.5892 4.5077 -5.9295 0.13 -0.07 -0.04 0.320
O 2.8669 -7.3242 4.5399 0.06 -0.01 -0.34 -0.675
H 3.2632 -7.4678 5.4081 -0.11 0.17 -0.07 0.334
H 2.1805 -6.6664 4.7046 0.15 -0.06 0.05 0.329
O -3.8776 -4.8388 -5.8688 -0.18 0.02 -0.43 -0.614
H -3.8612 -5.7059 -6.2926 0.09 0.07 0.16 0.292
H -4.6753 -4.4219 -6.2190 0.00 -0.04 0.26 0.306
O -1.9960 0.4713 -7.4559 -0.07 -0.07 -0.20 -0.592
H -2.3822 -0.4094 -7.5565 -0.04 0.07 0.16 0.303
H -2.5049 1.0210 -8.0673 0.14 0.08 0.03 0.324
O 4.6981 0.2591 -4.1317 -0.17 0.06 0.56 -0.593
H 4.3909 -0.2344 -4.9002 0.19 0.10 0.07 0.313
H 5.2663 0.9427 -4.5063 -0.31 0.10 0.06 0.288
O -5.2884 -3.0545 3.5373 0.10 -0.38 0.11 -0.593
H -4.4803 -3.1625 3.0132 0.04 0.30 -0.25 0.268
H -5.2730 -3.8031 4.1460 -0.08 0.12 -0.08 0.269
O -4.6911 7.0728 3.3138 0.00 0.25 0.18 -0.614
H -4.4682 7.5165 4.1418 -0.01 -0.11 -0.09 0.302
H -4.9514 7.7898 2.7233 0.04 -0.20 0.00 0.296
O 5.6188 -0.5854 -6.4945 0.38 -0.21 -0.55 -0.657
H 6.3625 0.0308 -6.5017 -0.12 -0.03 0.02 0.321
H 6.0352 -1.4540 -6.4319 -0.11 0.10 0.03 0.320
O -3.6620 -2.1570 -7.6746 -0.11 -0.37 -0.06 -0.630
H -3.2632 -2.9846 -7.3717 0.10 0.16 0.09 0.338
H -4.5228 -2.4230 -8.0193 0.12 0.21 -0.01 0.284
O 7.2018 1.9707 4.4441 0.28 -0.12 0.07 -0.641
H 8.0072 1.8605 3.9239 -0.16 0.04 0.01 0.313
H 7.2202 1.2312 5.0640 -0.11 0.11 -0.09 0.302
O 1.9240 -7.6900 7.0210 -0.42 -0.16 0.42 -0.632
H 1.3300 -8.2666 6.5238 0.16 0.09 -0.05 0.333
H 1.4476 -7.5117 7.8414 0.16 0.04 -0.08 0.296
```
Positions in Å, forces in eV/Å.

Properties
Charge: -1
Lowest unoccupied orbital energy (eV): 1.30
HOMO (eV): -3.86
Total energy (Ha): -3635.12561


[2]
This record from OMol25 describes 9 unconnected molecules or ions with the total composition C40H77BCl2F3IO27P. The level of theory is the ωB97M-V functional and the def2-TZVPD basis.

```
152
Properties=species:S:1:pos:R:3:forces:R:3:mulliken_charge:R:1
C 2.7594 -6.9555 -0.2797 0.47 0.35 -0.82 -0.652
C 3.8326 -5.9620 -1.0580 -0.36 -0.50 0.23 -0.065
C 3.1978 -5.5108 -2.5027 0.92 0.22 -1.06 -0.634
C 3.1076 -3.8847 -2.7043 1.60 -1.56 -1.65 0.442
C 2.7884 -3.5914 -4.3146 0.12 -0.36 -0.01 -1.034
B 2.0513 -3.1203 -1.6966 -0.25 0.71 -0.73 -0.750
C 2.9335 -2.2890 -0.5494 -0.28 0.71 1.26 -0.696
C 2.1690 -2.1496 0.8946 1.64 2.19 0.01 0.708
C 3.0701 -1.1421 1.8784 -0.56 -0.72 0.82 -0.933
Cl 2.0687 -3.7739 1.8498 -0.03 1.10 -0.88 -0.283
O 1.3947 -2.1150 -2.6044 -3.74 0.65 -1.10 -0.483
C -0.0609 -2.3873 -2.8475 1.57 -0.38 2.01 0.119
P -0.7809 -0.6199 -2.8225 -0.33 0.60 -1.37 -0.344
O -2.4761 -0.5791 -2.4237 0.94 -0.75 -0.54 -0.317
Cl 0.2636 0.3734 -1.2179 -1.12 -0.97 -0.31 -0.234
C -0.4862 -3.4805 -1.7043 2.80 -1.18 -0.24 1.704
C -0.9113 -4.8303 -2.5295 -0.40 -0.22 -0.77 -0.822
C -0.8150 -6.2288 -1.6505 0.33 -0.60 -0.92 -0.285
C -1.9624 -7.3413 -2.1405 1.43 -0.19 -0.23 0.675
F -2.1649 -7.2142 -3.6299 -0.10 -0.68 4.83 -0.293
F -3.2259 -7.2333 -1.3694 4.09 -0.45 -3.19 -0.163
F -1.3939 -8.7279 -1.9542 -2.35 3.94 -0.50 -0.314
C -1.3132 -3.0187 -0.3702 -0.38 -0.60 0.19 -0.537
C -2.7145 -3.8229 -0.0967 0.67 0.54 2.79 -0.262
C -3.3130 -3.2154 1.3426 -0.50 0.87 -0.82 -0.953
I -4.2914 -3.4504 -1.5863 0.67 -0.36 0.56 -0.096
O 0.8609 -3.8544 -1.1902 -1.46 -0.29 0.09 -0.199
H 2.0629 -6.2759 0.3705 1.22 -1.59 -1.14 0.007
H 3.3230 -7.7933 0.3204 -1.22 1.77 -0.86 0.333
H 2.1458 -7.4950 -1.1338 1.11 1.00 1.91 0.142
H 4.8610 -6.5580 -1.1517 -2.19 1.35 -0.13 0.364
H 4.0593 -5.0009 -0.4250 -0.56 -1.91 -1.10 0.013
H 2.1356 -5.9886 -2.7330 2.11 0.94 0.78 -0.039
H 3.9118 -5.9222 -3.3643 -1.46 0.69 1.73 0.404
H 4.2043 -3.4631 -2.5145 -2.04 -0.91 -0.43 0.188
H 3.4238 -4.2823 -5.0332 -1.10 1.18 1.49 0.341
H 3.0490 -2.4735 -4.6222 -0.90 -2.39 0.77 0.213
H 1.6497 -3.8599 -4.5325 2.37 0.81 0.32 0.093
H 4.0099 -2.7281 -0.3955 -1.97 0.86 0.05 0.384
H 3.0623 -1.1798 -0.9708 -0.22 -2.19 1.02 0.080
H 1.0830 -1.7037 0.8181 2.18 -1.19 0.05 -0.006
H 2.9577 -0.0133 1.5501 0.28 -2.36 0.54 0.231
H 2.6626 -1.2793 2.9902 0.83 0.54 -2.34 0.300
H 4.2088 -1.4751 1.9260 -2.46 0.74 -0.39 0.195
H -0.2496 -2.8354 -3.9118 0.24 1.02 1.69 0.295
H -3.0655 -0.7461 -3.2204 1.41 0.34 1.28 0.257
H -0.1031 -4.9545 -3.3995 -1.68 0.41 2.03 0.213
H -1.9493 -4.7175 -3.1084 2.09 -0.30 1.55 0.342
H 0.2266 -6.7384 -1.9230 -2.45 1.03 0.66 -0.340
H -0.8031 -6.0671 -0.4911 -0.35 -0.42 -2.32 0.350
H -1.5388 -1.8714 -0.3305 0.35 -2.15 -0.33 0.066
H -0.6009 -3.2474 0.5602 -1.51 0.29 -2.12 0.073
H -2.6043 -4.9751 0.0804 -0.16 2.26 -0.87 0.223
H -4.3919 -3.6265 1.5845 2.30 0.61 -0.48 0.317
H -3.4505 -2.0464 1.1628 0.36 -2.45 0.53 0.300
H -2.5822 -3.3787 2.2437 -1.31 0.16 -1.84 0.305
C -4.7609 4.8047 -5.3115 -0.12 0.32 -0.42 -0.412
O -4.6286 3.8339 -4.2751 0.84 -0.12 0.48 -0.358
C -3.3852 3.7573 -3.7373 0.32 -0.36 0.32 0.888
O -2.4198 4.4296 -4.0641 -1.40 -1.70 0.25 -0.669
O -3.4021 2.8030 -2.7727 -0.37 1.07 -1.13 -0.303
C -2.1511 2.6113 -2.1150 0.61 -0.17 0.46 -0.539
H -5.7943 4.7797 -5.6683 0.18 -0.21 0.24 0.255
H -4.5532 5.8090 -4.9286 0.05 -0.29 -0.24 0.141
H -4.1009 4.5650 -6.1515 -0.02 0.15 0.21 0.226
H -1.8390 3.5280 -1.6043 0.01 -0.06 -0.24 0.349
H -1.3867 2.2839 -2.8272 -0.14 0.19 0.14 0.220
H -2.2805 1.8265 -1.3646 -0.24 0.18 -0.35 0.190
C -4.9538 -8.4962 -0.0434 0.34 0.04 -0.22 -0.489
O -6.2457 -8.8178 0.4682 -1.19 0.60 0.04 -0.326
C -7.1931 -7.8778 0.2231 0.48 0.42 -0.35 0.742
O -7.0232 -6.8275 -0.3759 -0.37 -1.57 0.92 -0.531
O -8.3624 -8.3090 0.7600 0.72 0.13 -0.27 -0.332
C -9.4574 -7.4135 0.5774 -0.32 0.26 -0.05 -0.609
H -4.2762 -9.3163 0.2099 -0.35 0.04 0.07 0.259
H -4.9836 -8.3984 -1.1334 -0.17 0.07 0.43 0.301
H -4.5728 -7.5797 0.4187 -0.24 -0.14 -0.21 0.220
H -9.6672 -7.2724 -0.4877 0.15 0.12 0.19 0.283
H -9.2565 -6.4537 1.0643 0.04 -0.11 -0.25 0.290
H -10.3396 -7.8585 1.0458 0.35 -0.15 -0.01 0.211
C 7.2705 -3.6550 4.7401 -0.04 -0.42 -0.50 -0.658
O 7.3094 -2.7781 5.8642 -0.45 0.94 0.15 -0.227
C 6.5558 -1.6584 5.7252 -0.52 0.18 -0.77 0.689
O 5.8800 -1.3651 4.7515 1.15 -0.46 1.61 -0.564
O 6.6842 -0.9215 6.8574 -0.05 -0.51 -1.07 -0.222
C 5.9400 0.2953 6.8531 -0.34 0.53 -0.01 -0.746
H 7.9079 -4.5158 4.9606 -0.07 0.30 0.23 0.205
H 6.2516 -4.0164 4.5675 0.17 0.22 -0.08 0.323
H 7.6622 -3.1563 3.8477 -0.25 -0.04 0.14 0.277
H 4.8679 0.0918 6.7650 0.24 0.05 -0.16 0.329
H 6.2785 0.9519 6.0452 -0.19 -0.20 0.06 0.292
H 6.1167 0.8028 7.8055 0.14 -0.33 -0.10 0.252
C 5.0270 4.7059 4.2581 0.14 0.14 -0.56 -0.640
O 4.7058 4.2521 5.5715 -0.67 0.52 0.79 -0.218
C 3.8571 5.0642 6.2508 -0.16 0.39 -0.29 0.710
O 3.3737 6.1053 5.8347 0.71 -1.51 0.65 -0.549
O 3.6393 4.5171 7.4733 0.28 0.26 -0.92 -0.268
C 2.7579 5.2697 8.3045 -0.32 0.24 0.30 -0.629
H 5.7111 3.9812 3.8080 -0.18 -0.02 0.35 0.203
H 4.1268 4.7608 3.6377 0.16 0.14 0.17 0.305
H 5.5314 5.6768 4.2978 -0.25 -0.10 0.00 0.296
H 1.7669 5.3472 7.8458 0.24 0.13 0.01 0.291
H 3.1715 6.2632 8.5059 -0.16 -0.12 -0.18 0.289
H 2.6561 4.7404 9.2559 0.21 -0.11 -0.31 0.213
C 6.6649 -3.1047 13.3368 -0.29 -0.02 0.33 -0.615
O 7.6508 -3.0729 12.3067 -0.20 0.13 -0.80 -0.322
C 7.1523 -2.8573 11.0633 -0.27 0.09 -0.52 0.705
O 5.9754 -2.6966 10.7804 1.64 -0.23 0.51 -0.542
O 8.1901 -2.8514 10.1890 -0.73 -0.17 1.27 -0.316
C 7.8122 -2.6334 8.8311 -0.15 0.21 -0.43 -0.490
H 7.1750 -3.2831 14.2875 0.16 0.03 -0.34 0.214
H 6.1428 -2.1446 13.4012 -0.03 -0.23 -0.12 0.288
H 5.9562 -3.9218 13.1678 0.02 0.26 -0.06 0.284
H 7.3359 -1.6545 8.7153 0.10 -0.54 0.19 0.247
H 7.1494 -3.4317 8.4820 0.02 0.26 0.11 0.275
H 8.7197 -2.6486 8.2212 -0.08 -0.04 0.36 0.311
C -2.5827 7.1011 -3.6293 0.38 -0.39 0.44 -0.703
O -2.4955 8.2122 -4.5193 1.05 1.00 -0.48 -0.285
C -1.2326 8.6626 -4.7279 0.08 -0.57 0.42 0.780
O -0.2163 8.2041 -4.2302 -1.40 0.80 -0.74 -0.554
O -1.2965 9.7116 -5.5863 -0.07 -0.59 0.48 -0.324
C -0.0315 10.2913 -5.8996 0.36 0.16 -0.11 -0.605
H -3.6366 6.8248 -3.5359 0.22 0.34 -0.13 0.190
H -2.0357 6.2416 -4.0300 -0.15 0.76 0.28 0.504
H -2.2085 7.3714 -2.6366 0.03 -0.02 -0.15 0.266
H 0.6175 9.5593 -6.3911 -0.05 0.09 0.25 0.285
H 0.4448 10.6891 -4.9977 0.00 -0.23 -0.14 0.279
H -0.2018 11.1199 -6.5925 -0.26 -0.22 0.15 0.216
C -4.6603 6.9773 2.1011 -0.37 -0.13 0.34 -0.648
O -3.6579 7.2043 1.1123 0.59 0.92 -0.08 -0.230
C -3.0412 8.4092 1.2087 -0.05 0.27 0.27 0.691
O -3.2747 9.2695 2.0431 0.32 -1.21 -1.18 -0.557
O -2.1198 8.4909 0.2160 -0.80 -0.24 0.72 -0.199
C -1.3878 9.7149 0.1941 0.31 0.44 -0.06 -0.698
H -5.0864 5.9851 1.9289 0.29 0.18 -0.20 0.215
H -4.2235 6.9948 3.1048 -0.11 0.16 -0.18 0.291
H -5.4631 7.7166 2.0138 0.23 -0.03 0.12 0.290
H -0.8202 9.8419 1.1215 -0.24 0.05 -0.10 0.306
H -2.0598 10.5636 0.0305 0.09 -0.14 0.20 0.332
H -0.6806 9.6708 -0.6387 -0.25 -0.29 0.10 0.206
C -4.3020 2.9472 -10.1020 0.28 -0.38 0.36 -0.588
O -4.9553 3.8244 -11.0173 -0.73 0.88 0.26 -0.300
C -5.7408 4.7613 -10.4287 0.02 -0.04 0.47 0.781
O -5.9176 4.8976 -9.2283 0.23 -0.17 -1.72 -0.528
O -6.2956 5.5203 -11.4072 0.49 -0.66 0.59 -0.315
C -7.1537 6.5555 -10.9314 -0.30 0.37 0.15 -0.605
H -3.7017 2.2403 -10.6813 -0.23 0.30 -0.12 0.210
H -3.6321 3.5074 -9.4417 -0.25 -0.09 -0.02 0.276
H -5.0358 2.3799 -9.5204 0.14 0.23 0.01 0.282
H -6.5979 7.2599 -10.3043 -0.14 -0.23 0.02 0.287
H -8.0016 6.1325 -10.3830 0.25 0.09 0.05 0.283
H -7.5412 7.0983 -11.7981 0.24 -0.30 0.00 0.216
```
Positions in Å, forces in eV/Å.

Properties
Charge: -1
Lowest unoccupied orbital energy (eV): 1.75
HOMO (eV): -5.07
Total energy (Ha): -5485.61999


| no. | orbital gap (hartree) |
| --- | --- |
| 1 | 0.190 |
| 2 | 0.250 |